No. 1
Formula: C3H11NOP
Source: OMol25
Level of theory: ωB97M-V/def2-TZVPD

Results
calculated total energy: -16106.2341 eV
lowest unoccupied orbital energy (spin up / spin down): -5.130 / -5.132 eV
energy relative to the best compared isomer or geometry (same formula, charge and spin): 406.9 kJ/mol
charge: +1
highest occupied orbital energy (spin up / spin down): -12.997 / -12.996 eV

Structure (XYZ):
```
17
C3H11NOP, DFT ωB97M-V/def2-TZVPD
C 3.1854 0.0581 0.2775
C -2.9402 -0.1183 -0.3524
C 2.0442 -0.6676 -0.2400
N -1.9671 -0.1140 0.8166
O 0.3233 1.4303 -0.2462
P 0.3366 -0.1662 -0.1805
H 3.0479 1.1705 0.3830
H 4.1040 -0.2391 -0.1734
H 3.0820 -0.3860 1.2515
H -2.9258 -1.0219 -1.0727
H -3.8431 -0.2365 0.1011
H -2.9036 0.8062 -1.0169
H 2.1607 -1.7792 -0.4023
H -2.0006 0.7697 1.3610
H -2.4932 -0.7030 1.4767
H 0.3180 2.1152 0.5360
H 0.1447 -0.5052 -1.5379
```

Formally, the Löwdin partial charges of the atoms, in units of the elementary charge, are as follows: C -0.11; C -0.14; C -0.24; N -0.14; O -0.31; P 0.91; H 0.11; H 0.09; H 0.10; H 0.11; H 0.03; H 0.10; H 0.11; H 0.09; H 0.09; H 0.17; H 0.05


No. 2
Formula: C3H11NOP
Source: OMol25
Level of theory: ωB97M-V/def2-TZVPD

Results
calculated total energy: -16107.6462 eV
lowest unoccupied orbital energy: -3.599 eV
energy relative to the best compared isomer or geometry (same formula, charge and spin): 270.6 kJ/mol
charge: +1
highest occupied orbital energy: -13.375 eV

Structure (XYZ):
```
17
C3H11NOP, DFT ωB97M-V/def2-TZVPD
C -1.7222 -2.0801 0.3857
C -0.8514 0.6880 -0.8309
C -0.4219 -1.3297 0.5449
N -0.1508 -0.2027 -0.0363
O 0.5803 -1.7272 1.3419
P 2.5027 2.2123 -0.1475
H -2.0165 -1.7785 -0.6354
H -2.4489 -1.7774 1.1982
H -1.6067 -3.1062 0.5023
H -1.9202 0.4248 -0.8451
H -0.8072 1.7746 -0.4190
H -0.1662 0.7690 -1.7777
H 0.7863 0.2280 0.2791
H 2.2217 2.6087 -1.3702
H 0.3799 -2.5680 1.6497
H 3.8846 2.5675 -0.2396
H 1.7565 3.2970 0.3999
```

Formally, the Löwdin partial charges of the atoms, in units of the elementary charge, are as follows: C 0.06; C -0.07; C -0.29; N 0.01; O 0.19; P 0.68; H 0.11; H 0.14; H 0.07; H 0.10; H 0.13; H 0.14; H 0.10; H -0.22; H 0.10; H -0.13; H -0.14


No. 3
Formula: C3H11NOP
Source: OMol25
Level of theory: ωB97M-V/def2-TZVPD

Results
calculated total energy: -16107.1070 eV
lowest unoccupied orbital energy: -3.316 eV
energy relative to the best compared isomer or geometry (same formula, charge and spin): 322.7 kJ/mol
charge: +1
SMILES: C[NH2+][C@](C)(O)P
highest occupied orbital energy: -13.924 eV

Structure (XYZ):
```
17
C3H11NOP, DFT ωB97M-V/def2-TZVPD
C 1.1764 1.5039 -0.4993
N 1.1213 0.0251 -0.5625
C -0.1744 -0.5241 -0.0216
C -0.3057 -0.6600 1.4394
O -0.1979 -1.8806 -0.7995
P -1.5392 0.3364 -1.0245
H 0.7337 1.7651 0.4724
H 2.3086 1.7822 -0.5900
H 0.6200 2.0452 -1.2651
H 1.7539 -0.3026 0.1708
H 1.1061 -0.2377 -1.5438
H -1.2857 -0.5544 1.7190
H 0.1763 0.1073 1.9689
H 0.0127 -1.6015 1.8449
H -0.9469 -2.2963 -0.2628
H -2.1183 1.2310 -0.0628
H -2.4408 -0.7390 -0.9834
```

Formally, the Löwdin partial charges of the atoms, in units of the elementary charge, are as follows: C -0.05; N 0.01; C -0.69; C -0.04; O -0.12; P 0.94; H 0.10; H 0.15; H 0.08; H 0.19; H 0.17; H 0.06; H 0.09; H 0.11; H 0.12; H -0.06; H -0.06


No. 4
Formula: C3H11NOS
Source: OMol25
Level of theory: ωB97M-V/def2-TZVPD

Results
calculated total energy: -17661.6091 eV
lowest unoccupied orbital energy: 0.649 eV
energy relative to the best compared isomer or geometry (same formula, charge and spin): 78.4 kJ/mol
charge: 0
SMILES: NCCCS.O
highest occupied orbital energy: -9.022 eV

Structure (XYZ):
```
17
C3H11NOS, DFT ωB97M-V/def2-TZVPD
N 0.6554 1.2443 2.1590
C 0.3938 0.8229 0.7679
C -0.9979 0.3824 0.3105
C -0.9443 -0.0376 -1.1452
S -2.6086 -0.6361 -1.6091
H 1.6689 1.1688 2.4346
H 0.4938 2.2365 2.2835
H 1.1159 0.0680 0.4371
H 0.6524 1.6848 0.1061
H -1.6544 1.2533 0.4797
H -1.4642 -0.3922 0.9035
H -0.7182 0.6924 -1.9207
H -0.2721 -0.8887 -1.3304
H -2.2098 -1.4915 -2.5472
O 1.9528 -2.2549 -0.7814
H 1.2267 -1.7901 -0.3327
H 2.7098 -2.0625 -0.2153
```

Formally, the Löwdin partial charges of the atoms, in units of the elementary charge, are as follows: N -0.02; C -0.30; C -0.30; C -0.57; S 0.69; H 0.08; H 0.05; H 0.08; H 0.12; H 0.11; H 0.10; H 0.07; H 0.05; H -0.16; O -0.06; H 0.00; H 0.04


No. 5
Formula: C3H11NOS
Source: OMol25
Level of theory: ωB97M-V/def2-TZVPD

Results
calculated total energy: -17661.4691 eV
lowest unoccupied orbital energy: 0.803 eV
energy relative to the best compared isomer or geometry (same formula, charge and spin): 91.9 kJ/mol
charge: 0
SMILES: CSC.NCO
highest occupied orbital energy: -8.759 eV

Structure (XYZ):
```
17
C3H11NOS, DFT ωB97M-V/def2-TZVPD
C -1.3408 1.5599 0.4144
S -1.3605 -0.2147 0.9139
C -3.1867 -0.4815 0.7393
H -1.9110 2.1878 1.1087
H -1.6029 1.6328 -0.6394
H -0.2850 1.9636 0.4509
H -3.3870 -1.5468 0.8510
H -3.6725 0.1204 1.5584
H -3.5348 -0.1565 -0.2487
N 2.8922 -1.7339 -0.9286
C 2.1134 -0.5483 -0.5154
O 2.9466 0.6514 -0.5822
H 3.1994 -1.7231 -1.8644
H 3.7623 -1.9328 -0.4135
H 1.2166 -0.4885 -1.1770
H 1.7710 -0.6415 0.5539
H 2.3797 1.3515 -0.2212
```

Formally, the Löwdin partial charges of the atoms, in units of the elementary charge, are as follows: C -0.42; S 0.68; C -0.41; H 0.03; H 0.03; H 0.03; H 0.02; H 0.04; H 0.03; N 0.01; C -0.32; O -0.10; H 0.04; H 0.08; H 0.10; H 0.10; H 0.06


No. 6
Formula: C3H11NOS
Source: OMol25
Level of theory: ωB97M-V/def2-TZVPD

Results
calculated total energy: -17660.5270 eV
lowest unoccupied orbital energy: 0.911 eV
energy relative to the best compared isomer or geometry (same formula, charge and spin): 182.8 kJ/mol
charge: 0
SMILES: CSC.NCO
highest occupied orbital energy: -8.331 eV

Structure (XYZ):
```
17
C3H11NOS, DFT ωB97M-V/def2-TZVPD
C -2.9648 0.7864 1.8341
S -1.6335 1.3625 0.7810
C -0.5478 1.8412 2.0954
H -3.0917 -0.2280 2.0723
H -3.9238 0.8592 1.2847
H -2.9250 1.1362 2.8417
H 0.5024 2.0430 1.8371
H -0.9419 2.7402 2.6000
H -0.4655 1.1570 2.9174
N 1.7472 -1.2761 -3.3202
C 2.3792 -1.3681 -2.0626
O 1.5815 -1.9302 -0.9863
H 0.6757 -1.4751 -3.3157
H 1.9116 -0.4671 -3.7853
H 3.3861 -1.8417 -2.1248
H 2.6341 -0.4287 -1.6015
H 1.6763 -2.9106 -1.0674
```

Formally, the Löwdin partial charges of the atoms, in units of the elementary charge, are as follows: C -0.45; S 0.75; C -0.48; H 0.01; H 0.04; H 0.03; H 0.04; H 0.04; H 0.03; N 0.01; C -0.38; O -0.08; H 0.13; H 0.01; H 0.11; H 0.10; H 0.09


No. 7
Formula: C3H11NOS
Source: OMol25
Level of theory: ωB97M-V/def2-TZVPD

Results
calculated total energy: -17660.6901 eV
lowest unoccupied orbital energy: 0.391 eV
energy relative to the best compared isomer or geometry (same formula, charge and spin): 167.0 kJ/mol
charge: 0
SMILES: NCCCS.O
highest occupied orbital energy: -8.927 eV

Structure (XYZ):
```
17
C3H11NOS, DFT ωB97M-V/def2-TZVPD
N 0.9433 1.8003 0.0527
C 1.0811 0.5440 -0.4800
C -0.3229 0.0312 -1.1167
C 0.0250 -1.2468 -1.9450
S -1.2288 -2.5668 -1.6104
H 1.7610 2.1251 0.6815
H 0.1546 1.8871 0.7608
H 1.9805 0.2822 -1.0566
H 1.1524 -0.3152 0.3035
H -0.8408 -0.1872 -0.1811
H -0.8159 0.8493 -1.7996
H 0.9695 -1.6608 -1.4847
H 0.2652 -1.0818 -3.0021
H -2.1806 -2.1852 -2.6285
O 0.5026 3.2476 5.5913
H 1.2009 3.8943 5.6185
H 0.6912 2.9085 4.7065
```

Formally, the Löwdin partial charges of the atoms, in units of the elementary charge, are as follows: N -0.06; C -0.39; C -0.27; C -0.59; S 0.62; H 0.11; H 0.10; H 0.11; H 0.12; H 0.07; H 0.13; H 0.06; H 0.07; H -0.10; O -0.05; H 0.02; H 0.03


No. 8
Formula: C3H11NOS2
Source: OMol25
Level of theory: ωB97M-V/def2-TZVPD

Results
calculated total energy: -28496.9784 eV
lowest unoccupied orbital energy: 0.412 eV
energy relative to the best compared isomer or geometry (same formula, charge and spin): 59.6 kJ/mol
charge: 0
SMILES: CNCCSS.O
highest occupied orbital energy: -8.484 eV

Structure (XYZ):
```
18
C3H11NOS2, DFT ωB97M-V/def2-TZVPD
C -1.7913 -1.9210 -1.5864
N -1.4758 -0.5100 -1.5562
C -0.0823 -0.1541 -1.3789
C 0.0748 1.3362 -1.2110
S -0.8736 2.1084 0.1155
S -0.2277 0.9642 1.7192
H -0.9138 -2.5054 -1.2894
H -2.0515 -2.2315 -2.5991
H -2.6035 -2.1340 -0.8967
H -2.1394 0.0639 -1.0608
H 0.3730 -0.7372 -0.5629
H 0.4341 -0.4559 -2.2958
H -0.2744 1.8024 -2.1351
H 1.1116 1.6455 -1.1067
H 0.0872 1.9789 2.5355
O 3.8240 -4.0441 1.2050
H 3.1890 -4.3465 0.5461
H 4.2389 -3.2892 0.7739
```

Formally, the Löwdin partial charges of the atoms, in units of the elementary charge, are as follows: C -0.13; N -0.15; C -0.35; C -0.58; S 0.44; S 0.33; H 0.07; H 0.07; H 0.08; H 0.07; H 0.09; H 0.12; H 0.08; H 0.07; H -0.20; O -0.06; H 0.03; H 0.03


Which formula does entry 7 have?
C3H11NOS


Among the records above, which one has the lowest energy relative to the best compared isomer or geometry (same formula, charge and spin)?
C3H11NOS2